The following is a quantum chemistry calculation of C61H143BN9O27Pb as an isolated structure in a non-equilibrium geometry, from the OMol25 dataset.

## Properties
Net charge   +1
Strongest force on any atom   3.87 eV/Å
Electronic energy   -140167.927 eV
Multiplicity   1
Frontier orbital gap   0.0268 hartree

Cartesian coordinates (Å):
Pb -5.308 -0.420 -8.196
O 6.416 7.659 14.762
O -6.611 -11.253 6.459
O -6.306 6.995 -0.896
O 0.416 1.530 -0.052
O 7.803 1.060 4.498
O 7.443 -5.204 -8.475
O -1.067 0.989 -4.447
O 3.645 -10.478 -4.425
O 7.701 -2.148 -12.082
O -7.455 -7.706 -1.765
O -2.983 -8.306 7.137
O 1.615 1.090 -2.097
O 1.335 10.600 3.253
O 1.932 1.141 -4.347
O 0.531 1.050 2.206
O -0.709 0.980 -2.214
O -4.117 1.821 -10.698
O -2.382 -1.335 -10.864
O 3.986 -6.773 -2.057
O -7.989 1.927 -6.372
O -1.038 16.084 5.864
O -2.924 -6.747 -3.079
O 0.588 -1.762 1.163
O 0.503 -0.675 -0.894
O 3.490 5.961 11.092
O 9.486 4.908 8.427
O -6.713 -0.631 -1.379
N 5.989 -3.323 -9.912
N 5.724 8.227 11.623
N 0.394 13.808 4.612
N -5.032 -0.682 -12.033
N -5.098 -6.036 -1.194
N -6.861 0.728 -4.039
N 3.014 -9.599 -1.760
N -5.662 -8.435 6.199
N 7.843 3.234 6.397
C -0.973 -1.368 -10.672
C 0.514 0.701 1.019
C 4.445 -7.548 -0.926
C 0.280 15.197 4.118
C 7.863 -6.560 -8.439
C -2.848 -2.058 -12.018
C 8.918 5.255 7.152
C 1.293 9.209 3.642
C -7.177 2.155 -4.017
C -0.326 0.996 -3.443
C 8.378 -0.150 3.998
C -9.140 2.080 -7.184
C -1.276 16.930 6.954
C -3.672 -6.209 -0.796
C -4.402 -2.018 -12.158
C 3.272 -8.579 -0.708
C 7.069 0.978 5.657
C 0.669 12.851 3.525
C 4.371 8.061 12.134
C 6.665 2.442 6.009
C -1.998 -6.539 -4.153
C 2.542 5.399 10.189
C -7.257 -10.219 5.618
C -4.348 0.403 -12.730
C -5.221 -7.455 7.200
C 10.774 5.451 8.757
C -4.583 1.821 -12.051
C -7.335 -6.904 -0.582
C 7.563 4.615 6.743
C 5.777 -3.582 -8.520
C -7.939 -0.009 -1.822
C -5.870 -6.816 -0.206
C 8.019 -2.400 -13.399
C 0.565 11.463 4.134
C 3.909 -11.371 -3.328
C 6.379 -1.708 -11.725
C 6.140 -1.917 -10.252
C -7.923 -0.098 -3.346
C 7.249 7.618 13.596
C -6.417 -0.416 0.023
C 6.686 8.724 12.607
C -8.229 2.453 -5.045
C 6.032 -5.101 -8.305
C -1.668 -8.153 6.610
C -2.826 -5.798 -1.989
C -4.660 5.663 0.177
C -7.320 -11.628 7.606
C 1.227 1.078 -3.360
C -8.826 -8.158 -1.883
C -7.072 -8.804 6.202
C 7.022 6.889 15.784
C 3.412 7.402 11.092
C -4.131 3.129 -10.115
C 4.663 -5.579 -2.171
C -3.741 -7.151 7.040
C 0.598 -0.732 0.465
C 3.388 -11.157 -5.616
C 0.258 16.212 5.303
C 4.119 -10.575 -1.978
C -5.782 6.666 0.387
C -6.947 6.178 1.223
B 0.454 0.766 -1.299
H 7.945 7.327 16.164
H 5.450 -5.626 -9.063
H 7.180 5.865 15.447
H -7.253 -10.883 8.399
H 0.432 17.210 4.899
H -5.259 -5.055 -1.016
H -3.270 0.318 -12.874
H 4.280 -11.203 -1.102
H -3.331 -7.207 -0.518
H -8.789 -0.567 -1.431
H 8.450 2.805 7.081
H -1.146 17.970 6.655
H -2.045 -5.512 -4.513
H -8.202 3.537 -5.158
H 11.280 5.552 7.797
H -5.636 2.045 -12.217
H 7.061 -1.551 -9.797
H 0.307 8.745 3.677
H 5.996 7.295 11.343
H 7.240 -7.136 -9.122
H 6.720 -3.939 -10.240
H -7.375 5.263 0.814
H -5.879 -6.238 0.718
H -0.566 -2.348 -10.424
H -4.741 0.419 -13.747
H 1.658 13.060 3.117
H -6.166 0.639 0.127
H -4.993 4.714 -0.243
H 1.146 13.875 5.283
H -3.430 3.855 -10.525
H -3.523 -5.568 0.073
H 4.255 -5.000 -3.000
H -7.712 -5.892 -0.730
H 3.467 -9.128 0.214
H 9.085 -0.569 4.714
H 8.899 6.339 7.038
H 7.885 -6.927 -7.413
H -5.112 3.594 -10.211
H 8.881 -6.660 -8.815
H -0.712 -0.599 -9.945
H -5.357 -7.778 8.232
H -6.119 0.589 -3.368
H -5.739 -6.499 7.119
H -7.502 2.452 -3.020
H 5.038 -9.990 -1.939
H -6.232 2.682 -4.145
H 2.361 -8.049 -0.430
H -10.040 1.607 -6.793
H 3.007 -9.161 -2.670
H -3.829 3.060 -9.069
H 4.852 -11.851 -3.588
H 1.523 5.730 10.390
H 7.250 5.226 5.897
H 6.760 4.762 7.465
H 7.940 -1.473 -13.966
H -2.555 -3.099 -11.886
H -1.774 -7.710 5.620
H 6.281 9.629 13.059
H 8.843 0.009 3.025
H 1.113 16.002 5.947
H 3.191 -10.502 -6.465
H -7.725 6.937 1.300
H 5.695 -5.811 -2.435
H -9.118 -8.204 -2.932
H 4.202 -11.843 -5.852
H -5.635 -1.092 0.369
H -7.737 -7.418 0.292
H -1.178 -7.405 7.234
H -7.229 -0.642 0.714
H -3.402 -6.448 7.801
H -4.126 2.597 -12.665
H 2.702 5.580 9.126
H 8.268 7.905 13.856
H 2.395 7.666 11.381
H -8.314 -10.484 5.644
H -6.929 -12.546 8.045
H 11.384 4.842 9.425
H -0.379 -1.002 -11.509
H -5.682 7.604 -1.298
H -4.741 -2.520 -13.063
H 4.713 -3.404 -8.362
H 7.609 0.480 6.462
H -2.199 -7.196 -4.999
H 6.526 -3.054 -7.930
H 6.110 2.900 5.190
H -8.091 0.995 -1.427
H -9.123 -9.136 -1.504
H -2.350 -1.597 -12.871
H -8.370 -11.789 7.363
H 6.364 -0.666 -12.042
H -0.453 11.092 4.256
H -3.874 6.172 -0.380
H -5.161 -9.277 6.444
H -7.471 -8.633 7.202
H 9.021 -2.771 -13.614
H -1.120 -9.085 6.474
H 1.564 9.347 4.689
H 1.129 15.489 3.499
H -4.772 -2.757 -11.448
H 5.637 -2.239 -12.320
H 2.483 -11.749 -5.483
H 6.351 6.792 16.637
H -9.231 2.160 -4.732
H -6.989 -10.359 4.570
H -9.358 3.135 -7.352
H 4.605 -4.957 -1.278
H 3.113 -12.105 -3.202
H -9.528 -7.465 -1.419
H -2.247 16.619 7.341
H 7.546 -0.853 3.952
H -3.643 -6.609 6.099
H 1.978 8.566 3.090
H -6.627 5.848 2.212
H -0.955 -6.747 -3.915
H 3.907 9.003 12.428
H -5.785 -0.845 -12.686
H -5.360 7.558 0.849
H 7.401 -3.184 -13.837
H 2.536 4.332 10.413
H 5.991 2.416 6.864
H -5.586 -7.855 -0.036
H 3.622 7.833 10.113
H 1.013 11.416 5.127
H -3.057 -4.765 -2.253
H 7.533 9.074 12.017
H 5.721 -5.481 -7.331
H 5.269 -1.375 -9.885
H -7.668 -1.118 -3.633
H 10.601 6.393 9.277
H -0.005 13.005 2.683
H 4.383 7.471 13.050
H 6.133 0.467 5.434
H 4.481 -6.944 -0.019
H -4.213 5.414 1.139
H -1.791 -5.740 -1.652
H -0.606 16.713 7.786
H 5.372 -8.042 -1.216
H 7.351 6.608 13.198
H 9.582 5.027 6.319
H -8.914 0.127 -3.740
H -0.607 15.341 3.501
H -7.584 -8.058 5.592
H -9.053 1.591 -8.154

The following is a quantum chemistry calculation of one molecule with the formula C6H7NO in a non-equilibrium geometry, from the OMol25 dataset.

## Properties
Net charge   0
Strongest force on any atom   5.09 eV/Å
Electronic energy   -9868.349 eV
Multiplicity   1
Frontier orbital gap   0.3501 hartree

Cartesian coordinates (Å):
O 2.311 -1.464 0.140
N -1.781 0.152 -0.253
C 1.562 -0.640 -0.164
C 1.779 0.839 -0.073
C -0.384 0.600 0.349
C -1.311 -1.325 0.080
C 0.604 1.610 -0.059
C 0.016 -0.690 -0.382
H 0.371 2.664 0.020
H -1.377 -1.799 1.165
H -2.471 0.496 0.313
H 2.777 1.315 -0.379
H -0.110 -0.334 -1.374
H -0.262 0.465 1.416
H -1.723 -1.889 -0.801

no.,LUMO energy (eV),HOMO (eV)
1,-8.4083,-9.14
2,0.2318,-9.29